1.
{"formula": "C27H29MnN5S2Si", "method": "ωB97M-V/def2-TZVPD", "relative_energy_ev": 0.0000, "e_lumo_ev": -3.70, "e_tot_ha": -3556.65264, "total_charge": 1, "symbols": ["Mn", "N", "C", "C", "N", "C", "C", "N", "H", "H", "H", "H", "H", "H", "H", "H", "H", "H", "H", "H", "H", "S", "C", "S", "C", "C", "N", "C", "N", "C", "C", "C", "C", "C", "C", "Si", "C", "C", "C", "C", "C", "C", "H", "H", "H", "H", "H", "H", "H", "H", "H", "H", "H", "C", "C", "C", "C", "C", "C", "C", "H", "H", "H", "H", "H"], "xyz": [[0.184, 0.375, 0.140], [-0.662, -1.385, -0.641], [-2.043, -1.604, -0.173], [-2.735, -0.257, -0.099], [-1.855, 0.765, 0.520], [-2.029, 0.902, 1.981], [-1.371, -0.265, 2.693], [-0.040, -0.499, 2.082], [-0.061, -2.151, -0.350], [-0.628, -1.387, -1.658], [-2.594, -2.264, -0.844], [-2.003, -2.097, 0.796], [-2.963, 0.081, -1.108], [-3.679, -0.335, 0.448], [-2.095, 1.659, 0.102], [-1.549, 1.835, 2.276], [-3.086, 0.972, 2.252], [-1.297, -0.062, 3.762], [-1.969, -1.168, 2.588], [0.672, 0.006, 2.602], [0.223, -1.476, 2.169], [2.334, -0.574, -0.238], [2.997, 0.897, 0.311], [1.720, 1.929, 0.996], [4.282, 1.328, 0.283], [4.607, 2.664, 0.673], [4.811, 3.758, 0.965], [5.313, 0.472, -0.214], [6.134, -0.216, -0.631], [-3.737, 0.829, -4.158], [-3.494, 1.871, -3.274], [-2.242, 2.027, -2.696], [-1.187, 1.147, -2.978], [-1.465, 0.103, -3.874], [-2.714, -0.055, -4.461], [0.554, 1.031, -2.234], [1.993, 1.947, -2.994], [2.772, 2.948, -2.409], [3.875, 3.471, -3.065], [4.215, 3.011, -4.329], [3.451, 2.023, -4.934], [2.358, 1.493, -4.267], [-4.712, 0.711, -4.610], [-4.283, 2.573, -3.036], [-2.106, 2.858, -2.023], [-0.687, -0.609, -4.128], [-2.882, -0.868, -5.155], [0.833, -0.372, -2.606], [2.533, 3.344, -1.431], [4.469, 4.237, -2.584], [5.078, 3.418, -4.840], [3.714, 1.657, -5.917], [1.789, 0.703, -4.746], [0.429, 2.052, -0.316], [-0.108, 3.431, -0.454], [-0.547, 4.065, 0.717], [-1.059, 5.349, 0.685], [-1.120, 6.041, -0.517], [-0.665, 5.437, -1.679], [-0.163, 4.145, -1.651], [-0.461, 3.558, 1.671], [-1.392, 5.818, 1.601], [-1.507, 7.050, -0.545], [-0.694, 5.973, -2.618], [0.189, 3.709, -2.573]], "lowdin_charge": [0.08, -0.02, -0.18, -0.14, -0.09, -0.16, -0.18, -0.01, 0.10, 0.06, 0.13, 0.10, 0.11, 0.14, 0.11, 0.11, 0.13, 0.13, 0.11, 0.08, 0.11, 0.73, -0.90, 1.01, -0.33, -0.23, 0.19, -0.20, 0.20, -0.07, -0.07, -0.11, -0.26, -0.13, -0.07, 0.72, -0.29, -0.11, -0.06, -0.06, -0.07, -0.10, 0.11, 0.11, 0.08, 0.09, 0.11, 0.01, 0.09, 0.11, 0.11, 0.11, 0.10, -0.53, -0.31, -0.06, -0.05, -0.05, -0.04, -0.07, 0.09, 0.11, 0.11, 0.12, 0.10]}

---

2.
{"formula": "CH5NO2S", "method": "ωB97M-V/def2-TZVPD", "relative_energy_ev": 5.1989, "e_lumo_ev": 0.50, "e_tot_ha": -644.35323, "smiles": "C[S@@H](=O)=NO", "symbols": ["C", "S", "O", "N", "O", "H", "H", "H", "H", "H"], "xyz": [[1.417, 0.406, 0.181], [-0.154, -0.335, -0.288], [-0.462, -1.500, 0.504], [-1.183, 0.799, -0.381], [-2.572, 0.318, 0.109], [1.317, 0.767, 1.200], [2.184, -0.359, 0.119], [1.614, 1.232, -0.492], [0.222, -0.838, -1.561], [-2.382, -0.490, 0.608]], "lowdin_charge": [-0.17, 0.70, -0.39, -0.30, -0.14, 0.07, 0.06, 0.06, 0.07, 0.03]}

---

3.
{"formula": "C6H15N2", "method": "ωB97M-V/def2-TZVPD", "relative_energy_ev": 5.1010, "e_lumo_ev": -7.81, "e_tot_ha": -346.72511, "total_charge": 1, "symbols": ["C", "C", "C", "C", "C", "N", "C", "N", "H", "H", "H", "H", "H", "H", "H", "H", "H", "H", "H", "H", "H", "H", "H"], "xyz": [[-1.907, 1.538, -0.061], [-0.431, 1.879, -0.252], [0.471, 1.492, 0.915], [1.317, 0.235, 0.806], [0.555, -1.120, 1.171], [-0.278, -1.374, 0.134], [0.120, -2.373, -0.761], [0.615, -1.701, -1.957], [-2.483, 2.007, -0.857], [-2.245, 1.823, 0.931], [-2.095, 0.466, -0.181], [-0.374, 2.968, -0.293], [-0.050, 1.549, -1.226], [1.162, 2.291, 1.176], [-0.163, 1.416, 1.809], [2.126, 0.343, 1.534], [1.815, 0.221, -0.165], [1.283, -1.909, 1.352], [-0.047, -0.837, 2.044], [-0.818, -2.921, -0.967], [0.849, -3.080, -0.353], [0.275, -0.740, -1.997], [0.303, -2.172, -2.802]], "lowdin_charge": [-0.10, -0.25, -0.21, -0.09, -0.15, 0.20, -0.26, 0.12, 0.08, 0.08, 0.05, 0.11, 0.10, 0.13, 0.12, 0.14, 0.12, 0.14, 0.16, 0.18, 0.13, 0.09, 0.11]}

---

4.
{"formula": "C3H7N3O", "method": "ωB97M-V/def2-TZVPD", "relative_energy_ev": 0.1979, "e_lumo_ev": 0.79, "e_tot_ha": -358.04260, "smiles": "[H]/N=C/NC(=O)NC", "symbols": ["H", "N", "C", "N", "C", "O", "N", "C", "H", "H", "H", "H", "H", "H"], "xyz": [[2.375, 1.338, -3.077], [2.072, 0.562, -2.493], [0.994, 0.862, -1.894], [0.401, -0.063, -1.047], [-0.455, 0.347, -0.023], [-0.856, 1.493, 0.078], [-0.775, -0.657, 0.850], [-1.178, -0.353, 2.209], [0.437, 1.799, -1.952], [0.955, -0.900, -0.916], [-0.459, -1.591, 0.647], [-1.072, 0.723, 2.356], [-0.520, -0.875, 2.912], [-2.215, -0.634, 2.415]], "lowdin_charge": [0.04, 0.08, -0.28, 0.09, -0.55, 0.06, 0.01, -0.07, 0.13, 0.14, 0.13, 0.08, 0.08, 0.08]}

---

5.
{"formula": "CH6O", "method": "ωB97M-V/def2-TZVPD", "relative_energy_ev": 0.0769, "e_lumo_ev": 0.83, "e_tot_ha": -116.92157, "smiles": "C.O", "symbols": ["C", "H", "H", "H", "H", "O", "H", "H"], "xyz": [[0.121, 1.363, -0.148], [0.624, 2.171, -0.670], [-0.489, 1.776, 0.641], [0.915, 0.710, 0.201], [-0.408, 0.686, -0.818], [-0.417, -2.493, 0.539], [-0.695, -2.295, -0.368], [0.351, -1.918, 0.623]], "lowdin_charge": [-0.05, 0.02, 0.02, 0.00, 0.01, -0.06, 0.04, 0.02]}

---

6.
{"formula": "C4H11S2", "method": "ωB97M-V/def2-TZVPD", "relative_energy_ev": 0.3961, "spin_multiplicity": 2, "e_lumo_ev": [0.94, -1.95], "e_tot_ha": -955.30217, "s_squared": 0.753, "symbols": ["C", "S", "C", "H", "H", "H", "H", "H", "H", "C", "C", "S", "H", "H", "H", "H", "H"], "xyz": [[2.092, -1.679, -2.537], [1.026, -0.328, -3.104], [0.011, -0.126, -1.634], [1.637, -2.215, -1.711], [2.370, -2.345, -3.349], [3.016, -1.213, -2.194], [0.425, -0.463, -0.681], [-0.888, -0.731, -1.753], [-0.233, 0.918, -1.450], [-1.672, 1.142, 1.633], [-0.892, 0.926, 2.932], [0.879, 0.534, 2.648], [-1.253, 1.929, 1.019], [-1.724, 0.197, 1.109], [-2.678, 1.375, 1.993], [-0.892, 1.900, 3.431], [-1.223, 0.180, 3.646]], "mulliken_spin": [0.00, 0.00, -0.01, 0.00, 0.00, 0.00, 0.00, 0.00, 0.00, 0.00, -0.05, 0.99, 0.00, 0.00, 0.00, 0.04, 0.01]}

---

7.
{"formula": "C9H14", "method": "ωB97M-V/def2-TZVPD", "relative_energy_ev": 0.5796, "e_lumo_ev": 1.02, "e_tot_ha": -351.30889, "smiles": "Cc1ccccc1.CC", "symbols": ["C", "C", "C", "C", "C", "C", "C", "H", "H", "H", "H", "H", "H", "H", "H", "C", "C", "H", "H", "H", "H", "H", "H"], "xyz": [[-1.522, -0.999, 1.025], [-0.210, -0.294, 0.926], [-0.185, 1.080, 1.215], [1.037, 1.724, 1.335], [2.192, 0.953, 1.213], [2.162, -0.403, 0.953], [0.938, -1.063, 0.760], [-2.348, -0.288, 1.003], [-1.676, -1.597, 1.931], [-1.675, -1.792, 0.285], [-1.164, 1.534, 1.219], [1.038, 2.775, 1.589], [3.144, 1.458, 1.316], [3.140, -0.863, 0.876], [0.855, -2.083, 0.417], [-1.350, -0.989, -2.647], [-1.728, 0.405, -3.223], [-2.261, -1.447, -2.270], [-1.053, -1.529, -3.547], [-0.583, -0.955, -1.882], [-1.098, 0.814, -4.014], [-1.701, 1.212, -2.488], [-2.712, 0.267, -3.674]], "lowdin_charge": [-0.07, -0.30, -0.05, -0.08, -0.11, -0.08, -0.05, 0.07, 0.08, 0.07, 0.10, 0.10, 0.10, 0.10, 0.11, -0.15, -0.16, 0.06, 0.06, 0.04, 0.05, 0.05, 0.06]}

---

8.
{"formula": "C6H6N2", "method": "ωB97M-V/def2-TZVPD", "relative_energy_ev": 5.1088, "e_lumo_ev": -0.02, "e_tot_ha": -341.53482, "symbols": ["C", "C", "C", "C", "C", "C", "N", "N", "H", "H", "H", "H", "H", "H"], "xyz": [[0.458, 2.338, 1.641], [1.267, -0.051, 1.967], [0.684, 1.005, 1.379], [0.716, -1.015, 0.932], [0.096, 0.097, 0.207], [-1.611, 0.437, -0.805], [0.280, 3.497, 1.740], [1.183, -0.641, -0.334], [1.748, -0.234, 2.913], [0.460, -2.060, 1.162], [-1.428, 0.824, -1.810], [-2.203, 1.124, -0.217], [-1.923, -0.694, -0.756], [2.141, -0.277, -0.504]], "lowdin_charge": [-0.18, 0.06, -0.18, -0.27, -0.20, 0.08, 0.15, 0.05, 0.11, 0.14, 0.03, 0.02, 0.07, 0.13]}

---

9.
{"formula": "C4H5FN2O", "method": "ωB97M-V/def2-TZVPD", "relative_energy_ev": 1.5889, "e_lumo_ev": 0.79, "e_tot_ha": -439.97957, "smiles": "Nn1cc(O)c(F)c1", "symbols": ["N", "N", "C", "C", "O", "C", "F", "C", "H", "H", "H", "H", "H"], "xyz": [[-0.452, 0.972, -2.042], [-0.151, 0.366, -0.819], [-0.869, 0.612, 0.319], [-0.326, -0.131, 1.318], [-0.744, -0.188, 2.624], [0.757, -0.846, 0.755], [1.538, -1.695, 1.453], [0.861, -0.528, -0.580], [-0.668, 0.251, -2.741], [0.370, 1.513, -2.383], [-1.711, 1.299, 0.300], [-0.163, -0.792, 3.108], [1.559, -0.834, -1.313]], "lowdin_charge": [0.07, -0.23, -0.01, -0.27, 0.06, -0.23, 0.06, 0.00, 0.10, 0.11, 0.13, 0.11, 0.11]}

---

10.
{"formula": "C29H32CoN4", "method": "ωB97M-V/def2-TZVPD", "spin_multiplicity": 4, "e_lumo_ev": [-0.46, -0.56], "e_tot_ha": -2726.04987, "s_squared": 3.819, "symbols": ["Co", "C", "C", "C", "C", "C", "C", "N", "C", "C", "C", "C", "C", "N", "C", "C", "C", "C", "C", "C", "N", "H", "H", "H", "H", "H", "H", "H", "H", "H", "H", "H", "H", "H", "H", "H", "C", "C", "C", "C", "C", "C", "C", "C", "C", "C", "C", "C", "N", "H", "H", "H", "H", "H", "H", "H", "H", "H", "H", "H", "H", "H", "H", "H", "H", "H"], "xyz": [[0.287, -0.646, -0.473], [-2.720, 1.047, -1.442], [-2.504, -0.241, -2.166], [-3.518, -0.834, -2.922], [-3.251, -1.971, -3.659], [-1.959, -2.477, -3.670], [-1.013, -1.843, -2.886], [-1.289, -0.792, -2.105], [0.423, -2.254, -2.890], [0.979, -3.058, -3.875], [2.335, -3.323, -3.831], [3.099, -2.794, -2.805], [2.476, -2.006, -1.847], [1.169, -1.736, -1.910], [3.186, -1.445, -0.664], [4.565, -1.329, -0.640], [5.156, -0.856, 0.522], [4.353, -0.566, 1.604], [2.968, -0.715, 1.507], [2.089, -0.471, 2.686], [2.395, -1.105, 0.362], [-3.751, 1.381, -1.546], [-2.056, 1.805, -1.857], [-2.455, 0.959, -0.392], [-4.501, -0.384, -2.925], [-4.032, -2.450, -4.234], [-1.705, -3.345, -4.259], [0.369, -3.451, -4.675], [2.795, -3.941, -4.589], [4.153, -3.011, -2.739], [5.159, -1.580, -1.505], [6.229, -0.729, 0.579], [4.778, -0.231, 2.540], [2.686, -0.273, 3.575], [1.464, -1.342, 2.859], [1.414, 0.363, 2.505], [0.000, 3.275, -0.956], [0.509, 3.359, 0.483], [1.924, 2.788, 0.564], [-0.463, 2.789, 1.506], [-1.018, 3.690, 2.402], [-1.970, 3.308, 3.337], [-2.365, 1.980, 3.371], [-1.833, 1.024, 2.515], [-2.404, -0.383, 2.665], [-1.395, -1.489, 2.952], [-3.306, -0.807, 1.502], [-0.853, 1.409, 1.538], [-0.356, 0.541, 0.639], [0.653, 3.849, -1.618], [-1.008, 3.685, -1.039], [-0.013, 2.237, -1.289], [0.585, 4.424, 0.727], [1.919, 1.740, 0.265], [2.329, 2.869, 1.574], [2.589, 3.335, -0.110], [-0.709, 4.728, 2.352], [-2.400, 4.031, 4.018], [-3.111, 1.669, 4.094], [-3.040, -0.328, 3.555], [-0.681, -1.586, 2.133], [-1.921, -2.438, 3.079], [-0.849, -1.288, 3.876], [-2.699, -1.095, 0.645], [-3.978, -0.003, 1.201], [-3.912, -1.671, 1.787]], "mulliken_spin": [2.25, -0.01, 0.01, 0.00, 0.00, 0.00, 0.00, 0.01, 0.00, -0.01, 0.00, 0.00, -0.01, 0.00, 0.03, 0.00, 0.00, 0.00, -0.01, 0.00, 0.02, 0.00, 0.00, 0.02, 0.00, 0.00, 0.00, 0.00, 0.00, 0.00, 0.00, 0.00, 0.00, 0.00, 0.00, 0.01, 0.03, 0.04, 0.04, 0.11, -0.10, 0.16, -0.11, 0.08, 0.03, 0.02, 0.02, -0.01, 0.42, 0.00, 0.00, -0.01, 0.00, -0.03, 0.00, 0.00, 0.00, 0.01, 0.00, 0.00, -0.01, 0.00, 0.00, -0.01, 0.00, 0.00]}

---

11.
{"formula": "C2H12O5", "method": "ωB97M-V/def2-TZVPD", "relative_energy_ev": 0.4224, "e_lumo_ev": 0.36, "e_tot_ha": -459.57820, "smiles": "C=CO.O.O.O.O", "symbols": ["C", "C", "O", "H", "H", "H", "H", "O", "H", "H", "O", "H", "H", "O", "H", "H", "O", "H", "H"], "xyz": [[-1.318, -1.980, -0.647], [-0.185, -1.882, -1.324], [1.015, -1.487, -0.819], [-2.200, -2.315, -1.179], [-1.533, -1.711, 0.381], [-0.152, -2.111, -2.378], [0.818, -1.068, 0.047], [0.180, 0.011, 1.414], [0.780, 0.769, 1.258], [-0.005, 0.003, 2.356], [1.627, 2.334, 0.951], [1.582, 3.154, 1.455], [1.817, 2.600, 0.043], [1.640, 1.187, -1.660], [1.941, 0.305, -1.376], [0.707, 1.123, -1.427], [-3.109, 0.459, 1.410], [-2.506, 0.316, 0.675], [-3.397, 1.373, 1.386]], "lowdin_charge": [0.00, -0.27, -0.04, 0.05, 0.05, 0.11, 0.06, -0.06, 0.01, 0.06, -0.05, 0.06, 0.04, -0.06, 0.04, 0.04, -0.06, 0.00, 0.03]}

---

12.
{"formula": "C2H5BS2", "method": "ωB97M-V/def2-TZVPD", "relative_energy_ev": 3.0425, "e_lumo_ev": [-2.32, -2.32], "e_tot_ha": -900.33713, "symbols": ["B", "C", "C", "S", "S", "H", "H", "H", "H", "H"], "xyz": [[-2.214, -0.930, -0.192], [0.491, 0.020, 0.661], [0.624, 0.773, -0.499], [-0.515, -1.529, -0.239], [-2.721, 0.587, 0.307], [-2.713, -1.993, -0.299], [1.366, -0.586, 1.070], [-0.376, 0.344, 1.372], [-0.185, 1.442, -0.842], [1.380, 0.671, -1.180]], "lowdin_charge": [-1.30, -0.41, 0.03, 0.87, 0.53, -0.02, 0.10, 0.07, 0.08, 0.05]}